1:
Density functional theory data (ωB97M-V/def2-TZVPD) for 2 unconnected molecules or ions with the total composition C8H12N2S.

Atoms and positions in Å:
C  2.73935  1.61048  -0.30168
C  3.55021  0.88404  0.49954
C  1.60194  -0.32290  -0.42393
C  0.60280  -1.24280  -0.55320
C  -1.64200  0.82811  -1.19032
C  -0.76321  0.49079  1.35593
C  -2.19640  -1.26768  0.19936
C  -1.29216  -0.11907  0.07237
N  1.71824  0.92256  -0.87795
N  0.51419  -2.42107  -0.88023
S  2.87150  -0.67550  0.83478
H  2.94449  2.64810  -0.45291
H  4.02769  1.20391  1.39643
H  -2.34666  1.71527  -0.99680
H  -2.03577  0.08501  -2.10052
H  -0.73878  1.32654  -1.49759
H  -1.56215  0.91408  2.05170
H  -0.13619  -0.31161  1.72709
H  -0.10765  1.32300  1.11861
H  -3.21170  -0.84386  0.37437
H  -2.22687  -1.99998  -0.62678
H  -1.95177  -1.84637  1.25584
H  -0.35911  -2.90102  -0.98411

- 2S+1 = 1
- M (g mol⁻¹) = 168.27
- orbital gap (eV) = 7.52
- E_HOMO (eV) = -7.6
- lowest unoccupied orbital energy (eV) = 0.0

=====

2:
Density functional theory data (ωB97M-V/def2-TZVPD) for 2 unconnected molecules or ions with the total composition C8H12N2S.

Atoms and positions in Å:
C  -0.44723  -3.12415  2.86263
C  -0.01474  -1.82393  2.98806
C  -1.70147  -1.95686  1.62272
C  -0.71842  0.21651  1.63008
C  -0.65815  -0.63392  -1.46867
C  1.71584  0.31333  -0.96251
C  -0.32633  1.74695  -0.90594
C  0.23824  0.59210  -1.14343
N  -1.48099  -3.16208  2.02689
N  -0.80205  -1.03522  2.13598
S  0.51570  1.17912  2.32909
H  -0.25148  -3.95717  3.51974
H  0.79634  -1.32903  3.51170
H  -2.59157  -1.67746  1.07594
H  -0.40694  -1.34902  -0.74461
H  -0.26218  -1.06962  -2.34421
H  -1.82490  -0.48335  -1.51267
H  1.74755  -0.19661  -0.04536
H  2.18472  -0.24346  -1.84780
H  2.22803  1.24130  -0.80559
H  0.22788  2.60703  -0.54425
H  0.00170  2.23768  1.61277
H  -1.39759  1.79758  -1.09047

- 2S+1 = 1
- M (g mol⁻¹) = 168.27
- orbital gap (eV) = 8.32
- E_HOMO (eV) = -8.7
- lowest unoccupied orbital energy (eV) = -0.3

=====

2 (0.411 eV below the next structure)

=====

1:
Density functional theory data (ωB97M-V/def2-TZVPD) for 2 unconnected molecules or ions with the total composition C6H16O4.

Atoms and positions in Å:
C  1.30005  2.92473  -1.04663
C  0.55339  1.62771  -0.75202
C  -0.72925  1.49131  -1.56733
O  0.31614  1.55839  0.62494
O  1.32190  0.47501  -1.14038
O  2.55066  0.42838  -0.43490
H  2.17271  3.00742  -0.40302
H  0.64049  3.76835  -0.86235
H  1.62495  2.92888  -2.08458
H  -0.52495  1.66977  -2.61831
H  -1.45417  2.21954  -1.21198
H  -1.12649  0.48332  -1.45657
H  -0.36555  0.85858  0.82606
H  2.28780  0.63339  0.48311
C  -1.71148  -1.13236  1.38967
C  -0.38572  -1.75039  0.78067
C  -0.19981  -3.18756  1.25796
O  -0.48046  -1.67361  -0.61517
H  -2.52827  -1.75703  1.03649
H  -1.99010  -0.13477  1.05556
H  -1.67988  -1.21000  2.47295
H  0.45696  -1.14903  1.14794
H  -1.02964  -3.80791  0.92452
H  0.72509  -3.59050  0.84818
H  -0.14210  -3.21835  2.33834
H  0.39772  -1.46326  -0.99313

- 2S+1 = 1
- M (g mol⁻¹) = 152.19
- orbital gap (eV) = 10.74
- E_HOMO (eV) = -10.0
- lowest unoccupied orbital energy (eV) = 0.8

=====

2:
Density functional theory data (ωB97M-V/def2-TZVPD) for 3 unconnected molecules or ions with the total composition C6H16O4.

Atoms and positions in Å:
C  1.90204  1.34265  -0.38401
C  1.21888  0.02100  0.02994
C  2.20255  -0.98957  0.65534
C  0.38736  -0.62961  -1.06738
C  -0.71716  -1.57025  -0.51863
C  -1.85163  -0.77130  0.02714
O  -1.90560  -0.24148  1.10792
O  -2.80339  -0.56310  -0.90699
H  1.42844  2.15944  0.13424
H  2.97075  1.30880  -0.13722
H  1.81018  1.55230  -1.44327
H  0.56826  0.28530  0.86292
H  3.02296  -0.53285  1.19989
H  2.67290  -1.61092  -0.09678
H  1.65939  -1.66176  1.30989
H  -0.14152  0.16762  -1.58072
H  0.99890  -1.13714  -1.80316
H  -1.10399  -2.25403  -1.28319
H  -0.28762  -2.22566  0.24045
H  -3.49599  -0.00799  -0.47589
O  -0.93471  0.58272  4.00971
H  -1.25342  0.32560  3.13701
H  -0.00652  0.33739  4.05966
O  -2.04689  2.08208  -2.72859
H  -1.50216  2.41021  -2.00907
H  -2.79201  1.62057  -2.33922

- 2S+1 = 1
- M (g mol⁻¹) = 152.19
- orbital gap (eV) = 11.29
- E_HOMO (eV) = -10.9
- lowest unoccupied orbital energy (eV) = 0.4

=====

3:
Density functional theory data (ωB97M-V/def2-TZVPD) for 2 unconnected molecules or ions with the total composition C6H16O4.

Atoms and positions in Å:
O  -10.52048  -7.48854  -0.04494
C  -11.88218  -7.01227  -0.09660
C  -12.93426  -7.81797  0.62336
C  -14.34306  -7.32692  0.31442
O  -14.72377  -7.62206  -1.04073
H  -10.03828  -7.23869  -0.86070
H  -11.81728  -5.99338  0.33130
H  -12.26572  -6.91916  -1.13086
H  -12.83464  -8.88432  0.34331
H  -12.69044  -7.72840  1.69945
H  -15.04340  -7.84188  0.99983
H  -14.38902  -6.24366  0.53773
H  -15.01414  -6.74110  -1.35695
O  -6.39949  -13.45450  1.03483
C  -6.08982  -12.46172  1.92279
C  -6.12346  -11.10910  1.30980
C  -7.48006  -10.52196  0.92722
O  -7.33660  -9.21548  0.43943
H  -6.17604  -14.36655  1.31525
H  -6.80574  -12.48398  2.76684
H  -5.07759  -12.63676  2.33534
H  -5.63733  -10.41834  2.02534
H  -5.54139  -11.08308  0.36855
H  -7.89570  -11.18422  0.14356
H  -8.23260  -10.44326  1.73526
H  -8.16719  -8.90180  0.02456

- 2S+1 = 1
- M (g mol⁻¹) = 152.19
- orbital gap (eV) = 10.56
- E_HOMO (eV) = -9.8
- lowest unoccupied orbital energy (eV) = 0.7

=====

2 (2.139 eV below the next structure)

=====

1:
Density functional theory data (ωB97M-V/def2-TZVPD) for 2 unconnected molecules or ions with the total composition C5H12O3Si.

Atoms and positions in Å:
C  -2.68265  -1.63323  0.18220
C  -2.87140  -0.36202  -0.70460
O  -2.10893  0.67262  -0.19946
Si  -0.56953  1.09770  -0.16184
C  -0.40385  2.18459  1.32569
O  0.33432  0.66496  -1.30687
H  -2.53663  -1.18015  1.22501
H  -3.64032  -2.14327  0.00034
H  -1.82537  -2.15680  -0.07604
H  -3.93376  -0.24730  -0.69485
H  -2.64335  -0.53589  -1.75846
H  -0.53808  3.23467  0.97049
H  -1.28717  1.95418  2.01277
H  0.57393  2.07391  1.74992
C  3.77225  -0.09710  -0.82388
C  2.98833  -0.91481  0.16300
O  2.04449  -0.65320  0.86718
H  3.23993  0.84941  -1.10287
H  3.96996  -0.79073  -1.67599
H  4.76197  -0.01524  -0.27137
H  3.35588  -2.00230  0.27963

- 2S+1 = 1
- M (g mol⁻¹) = 148.23
- orbital gap (eV) = 10.15
- E_HOMO (eV) = -9.5
- lowest unoccupied orbital energy (eV) = 0.7

=====

2:
Density functional theory data (ωB97M-V/def2-TZVPD) for C5H12O3Si in the gas phase.

Atoms and positions in Å:
C  0.25337  1.84106  1.25249
Si  0.47951  0.07399  0.76728
C  1.81223  -0.79059  1.77664
O  -0.99053  -0.67463  0.71407
C  -1.81087  -0.39044  -0.41772
C  -1.00348  -0.66420  -1.64624
O  -0.62998  -2.00548  -1.57894
C  0.22943  0.22133  -1.77262
O  1.17128  0.01599  -0.77766
H  -0.42317  1.70426  2.06185
H  -0.25955  2.63834  0.68850
H  1.18240  2.20439  1.58049
H  1.27860  -1.08296  2.68876
H  2.54278  -0.07639  1.97414
H  2.21624  -1.59082  1.20130
H  -2.04138  0.66069  -0.36111
H  -2.77827  -0.95062  -0.38616
H  -1.60622  -0.41228  -2.58959
H  0.01787  -2.05424  -0.81635
H  -0.19322  1.20852  -1.58088
H  0.55298  0.12410  -2.77827

- 2S+1 = 1
- M (g mol⁻¹) = 148.23
- orbital gap (eV) = 10.59
- E_HOMO (eV) = -9.8
- lowest unoccupied orbital energy (eV) = 0.8

=====

2 (1.422 eV below the next structure)